Entry 1:
A cluster of 9 separate species, C48H119N9O2 in total, computed with ωB97M-V with the def2-TZVPD basis set.

Calculated values
Multiplicity: 2
HOMO (alpha / beta): 0.67 / -5.71 eV
Orbital gap (alpha / beta): 1.40 / 7.74 eV
Net charge: -1

Bonds (Å) are listed after each position.
Element x y z (Å)
1 O -4.573 2.539 -3.720  C57 1.223
2 O -6.265 1.595 2.355  C14 1.227
3 N -5.763 3.460 3.482  C14 1.320, C35 1.469, H110 1.010
4 N -3.466 -4.066 -4.209  C21 1.464, C22 1.501, C52 1.457
5 N -3.155 1.120 -4.822  C49 1.447, C57 1.369, H63 1.010
6 N 5.496 1.919 0.340  C16 1.473, C24 1.437, C58 1.501
7 N -1.009 -0.094 -0.423  C20 1.398, C34 1.468, C37 1.462
8 N 1.527 1.502 7.234  C26 1.418, C31 1.473, C56 1.453
9 N 2.450 -3.445 2.608  C17 1.501, C38 1.505, C51 1.480
10 N -2.930 5.630 3.505  C27 1.447, C44 1.522, C54 1.499
11 N 1.882 -4.322 -7.460  C18 1.527, C19 1.433, C55 1.447
12 C -3.410 -0.304 0.190  C37 1.454, H83 1.090, H102 1.090, H178 1.090
13 C 2.437 -0.784 7.873  C31 1.607, H114 1.090, H121 1.090, H146 1.090
14 C -5.705 2.685 2.416  O2 1.227, N3 1.320, C41 1.536
15 C 0.123 0.750 1.589  C34 1.563, H66 1.090, H137 1.090, H155 1.090
16 C 5.988 0.691 -0.309  N6 1.473, C33 1.534, H123 1.090, H154 1.090
17 C 1.169 -3.718 1.877  N9 1.501, C42 1.553, H91 1.090, H134 1.090
18 C 2.809 -4.309 -8.674  N11 1.527, C32 1.560, H103 1.090, H142 1.090
19 C 2.415 -3.633 -6.322  N11 1.433, C29 1.564, H86 1.090, H150 1.090
20 C -0.936 -0.021 -1.817  N7 1.398, C40 1.563, H98 1.090, H149 1.090
21 C -3.603 -5.019 -3.107  N4 1.464, C23 1.532, H77 1.090, H88 1.090
22 C -2.250 -3.203 -4.033  N4 1.501, C39 1.549, H85 1.090, H140 1.090
23 C -3.786 -4.279 -1.778  C21 1.532, H70 1.090, H124 1.090, H156 1.090
24 C 6.398 3.036 0.279  N6 1.437, C47 1.467, H60 1.090, H128 1.090
25 C 3.431 -5.778 2.687  C38 1.581, H72 1.090, H100 1.090, H136 1.090
26 C 0.529 2.348 6.689  N8 1.418, C36 1.506, H68 1.090, H130 1.090
27 C -1.946 5.737 4.561  N10 1.447, C46 1.543, H147 1.090, H174 1.090
28 C -2.772 3.484 -5.050  C57 1.532, H79 1.090, H143 1.090, H151 1.090
29 C 1.912 -2.156 -6.218  C19 1.564, H62 1.090, H129 1.090, H170 1.090
30 C 0.206 -6.050 -7.861  C55 1.584, H107 1.090, H159 1.090, H160 1.090
31 C 1.184 0.074 7.346  N8 1.473, C13 1.607, H84 1.090, H117 1.090
32 C 2.176 -4.666 -10.053  C18 1.560, H78 1.090, H133 1.090, H164 1.090
33 C 6.607 0.809 -1.708  C16 1.534, H71 1.090, H90 1.090, H131 1.090
34 C -0.620 1.140 0.270  N7 1.468, C15 1.563, H61 1.090, H112 1.090
35 C -6.523 3.110 4.688  N3 1.469, H81 1.090, H101 1.090, H145 1.090
36 C 0.209 2.108 5.237  C26 1.506, H118 1.090, H126 1.090, H158 1.090
37 C -2.093 -0.916 0.112  N7 1.462, C12 1.454, H116 1.090, H166 1.090
38 C 3.598 -4.301 2.147  N9 1.505, C25 1.581, H65 1.090, H176 1.090
39 C -0.921 -3.977 -3.857  C22 1.549, H165 1.090, H167 1.090, H175 1.090
40 C 0.499 -0.439 -2.275  C20 1.563, H104 1.090, H144 1.090, H148 1.090
41 C -5.028 3.296 1.180  C14 1.536, H95 1.090, H157 1.090, H171 1.090
42 C 1.172 -3.571 0.331  C17 1.553, H105 1.090, H132 1.090, H135 1.090
43 C 3.394 3.203 0.579  C58 1.488, H82 1.090, H106 1.090, H177 1.090
44 C -2.372 5.446 2.101  N10 1.522, C59 1.542, H74 1.090, H115 1.090
45 C 3.811 -1.610 3.780  C51 1.612, H64 1.090, H162 1.090, H173 1.090
46 C -2.637 5.722 5.940  C27 1.543, H97 1.090, H108 1.090, H172 1.090
47 C 7.742 2.808 0.820  C24 1.467, H69 1.090, H113 1.090, H122 1.090
48 C -3.304 -4.171 -6.760  C52 1.543, H93 1.090, H94 1.090, H169 1.090
49 C -4.016 -0.028 -4.638  N5 1.447, H73 1.090, H75 1.090, H161 1.090
50 C 1.250 2.463 9.501  C56 1.485, H99 1.090, H138 1.090, H168 1.090
51 C 2.816 -2.011 2.578  N9 1.480, C45 1.612, H127 1.090, H141 1.090
52 C -3.401 -4.899 -5.403  N4 1.457, C48 1.543, H96 1.090, H125 1.090
53 C -3.316 8.127 3.234  C54 1.569, H80 1.090, H89 1.090, H120 1.090
54 C -3.965 6.709 3.404  N10 1.499, C53 1.569, H67 1.090, H87 1.090
55 C 1.576 -5.701 -7.148  N11 1.447, C30 1.584, H119 1.090, H163 1.090
56 C 2.149 2.193 8.349  N8 1.453, C50 1.485, H76 1.090, H111 1.090
57 C -3.565 2.352 -4.389  O1 1.223, N5 1.369, C28 1.532
58 C 4.183 2.286 -0.288  N6 1.501, C43 1.488, H109 1.090, H152 1.090
59 C -1.567 4.131 2.081  C44 1.542, H92 1.090, H139 1.090, H153 1.090
60 H 5.875 3.868 0.750  C24 1.090
61 H -1.492 1.766 0.463  C34 1.090
62 H 0.833 -2.004 -6.247  C29 1.090
63 H -2.189 0.871 -4.982  N5 1.010
64 H 4.027 -0.544 3.854  C45 1.090
65 H 4.569 -3.850 2.354  C38 1.090
66 H 0.284 1.567 2.293  C15 1.090
67 H -4.438 6.508 4.365  C54 1.090
68 H 0.934 3.359 6.731  C26 1.090
69 H 8.431 3.628 0.615  C47 1.090
70 H -3.010 -4.454 -1.032  C23 1.090
71 H 5.864 1.218 -2.393  C33 1.090
72 H 3.477 -5.672 3.771  C25 1.090
73 H -4.031 -0.110 -3.552  C49 1.090
74 H -1.796 6.288 1.716  C44 1.090
75 H -5.037 0.150 -4.977  C49 1.090
76 H 2.980 1.554 8.645  C56 1.090
77 H -4.502 -5.591 -3.339  C21 1.090
78 H 1.145 -4.338 -10.188  C32 1.090
79 H -3.482 4.311 -5.014  C28 1.090
80 H -2.355 8.425 3.652  C53 1.090
81 H -6.395 3.816 5.509  C35 1.090
82 H 2.352 3.393 0.323  C43 1.090
83 H -3.502 0.468 0.953  C12 1.090
84 H 0.315 -0.061 7.990  C31 1.090
85 H -2.355 -2.521 -3.190  C22 1.090
86 H 3.498 -3.702 -6.424  C19 1.090
87 H -4.730 6.595 2.636  C54 1.090
88 H -2.796 -5.751 -3.147  C21 1.090
89 H -4.018 8.870 3.610  C53 1.090
90 H 7.401 1.548 -1.806  C33 1.090
91 H 0.854 -4.757 1.969  C17 1.090
92 H -1.390 3.599 1.146  C59 1.090
93 H -2.456 -3.487 -6.751  C48 1.090
94 H -4.135 -3.479 -6.898  C48 1.090
95 H -4.076 2.804 0.981  C41 1.090
96 H -4.367 -5.363 -5.603  C52 1.090
97 H -2.977 4.709 6.157  C46 1.090
98 H -1.198 0.983 -2.149  C20 1.090
99 H 1.790 2.840 10.369  C50 1.090
100 H 2.546 -6.282 2.300  C25 1.090
101 H -6.072 2.193 5.068  C35 1.090
102 H -4.238 -0.924 0.533  C12 1.090
103 H 3.435 -3.420 -8.757  C18 1.090
104 H 1.318 0.151 -1.863  C40 1.090
105 H 1.579 -4.402 -0.246  C42 1.090
106 H 3.443 3.025 1.653  C43 1.090
107 H 0.390 -6.843 -8.586  C30 1.090
108 H -3.419 6.479 6.004  C46 1.090
109 H 3.563 1.406 -0.457  C58 1.090
110 H -5.016 4.123 3.636  N3 1.010
111 H 2.563 3.091 7.890  C56 1.090
112 H 0.041 1.828 -0.258  C34 1.090
113 H 7.639 2.745 1.903  C47 1.090
114 H 2.565 -0.598 8.940  C13 1.090
115 H -3.239 5.291 1.460  C44 1.090
116 H -1.777 -1.331 1.069  C37 1.090
117 H 0.899 -0.378 6.396  C31 1.090
118 H 0.063 3.044 4.697  C36 1.090
119 H 2.363 -6.413 -7.400  C55 1.090
120 H -3.306 8.370 2.171  C53 1.090
121 H 3.347 -0.636 7.292  C13 1.090
122 H 8.190 1.842 0.590  C47 1.090
123 H 6.750 0.246 0.331  C16 1.090
124 H -3.981 -3.218 -1.936  C23 1.090
125 H -2.589 -5.625 -5.372  C52 1.090
126 H 0.902 1.429 4.739  C36 1.090
127 H 3.132 -1.775 1.562  C51 1.090
128 H 6.454 3.270 -0.784  C24 1.090
129 H 2.083 -1.790 -5.205  C29 1.090
130 H -0.382 2.372 7.287  C26 1.090
131 H 6.959 -0.170 -2.034  C33 1.090
132 H 0.155 -3.694 -0.043  C42 1.090
133 H 2.852 -4.534 -10.898  C32 1.090
134 H 0.259 -3.299 2.307  C17 1.090
135 H 1.526 -2.585 0.033  C42 1.090
136 H 4.224 -6.463 2.383  C25 1.090
137 H 1.098 0.342 1.326  C15 1.090
138 H 0.465 3.193 9.301  C50 1.090
139 H -0.560 4.119 2.498  C59 1.090
140 H -2.134 -2.486 -4.846  C22 1.090
141 H 1.902 -1.437 2.736  C51 1.090
142 H 3.638 -4.985 -8.462  C18 1.090
143 H -2.701 3.293 -6.120  C28 1.090
144 H 0.629 -1.441 -1.867  C40 1.090
145 H -7.601 3.009 4.559  C35 1.090
146 H 2.192 -1.844 7.820  C13 1.090
147 H -1.278 4.884 4.440  C27 1.090
148 H 0.651 -0.420 -3.354  C40 1.090
149 H -1.637 -0.621 -2.397  C20 1.090
150 H 2.062 -4.099 -5.402  C19 1.090
151 H -1.843 3.815 -4.586  C28 1.090
152 H 4.216 2.707 -1.293  C58 1.090
153 H -1.951 3.395 2.787  C59 1.090
154 H 5.348 -0.191 -0.279  C16 1.090
155 H -0.394 -0.016 2.167  C15 1.090
156 H -4.708 -4.483 -1.235  C23 1.090
157 H -4.995 4.374 1.339  C41 1.090
158 H -0.756 1.659 5.002  C36 1.090
159 H -0.067 -5.140 -8.396  C30 1.090
160 H -0.590 -6.400 -7.204  C30 1.090
161 H -3.648 -0.939 -5.112  C49 1.090
162 H 4.782 -2.077 3.613  C45 1.090
163 H 1.570 -5.859 -6.069  C55 1.090
164 H 2.159 -5.754 -9.981  C32 1.090
165 H -0.061 -3.360 -4.115  C39 1.090
166 H -2.157 -1.827 -0.483  C37 1.090
167 H -0.779 -4.298 -2.824  C39 1.090
168 H 0.877 1.462 9.720  C50 1.090
169 H -3.148 -4.810 -7.629  C48 1.090
170 H 2.517 -1.538 -6.881  C29 1.090
171 H -5.611 3.195 0.265  C41 1.090
172 H -1.839 5.943 6.649  C46 1.090
173 H 3.572 -1.917 4.799  C45 1.090
174 H -1.343 6.640 4.461  C27 1.090
175 H -0.826 -4.911 -4.411  C39 1.090
176 H 3.582 -4.388 1.060  C38 1.090
177 H 3.777 4.223 0.586  C43 1.090
178 H -3.775 0.002 -0.790  C12 1.090

Results of the Mulliken charge analysis, in e, for atoms 1 through 4: -0.56 -0.66 -0.12 0.07

Entry 2:
An isolated molecule of C2H3N5O, computed with ωB97M-V with the def2-TZVPD basis set.

Calculated values
Multiplicity: 1
HOMO: -9.87 eV
Orbital gap: 9.07 eV
Structure (SMILES): N/N=c1\cnonn1
ΔE to the lowest compared entry with this formula, charge and spin: 776.5 kJ/mol
Net charge: 0

Bonds (Å) are listed after each position.
Element x y z (Å)
1 O -1.943 -0.533 0.279  N2 1.490, N3 1.408
2 N -1.077 -0.399 1.484  O1 1.490, C7 1.246
3 N -1.828 0.509 -0.660  O1 1.408, N4 1.230
4 N -0.706 0.945 -0.914  N3 1.230, C8 1.533
5 N 2.847 -0.301 -0.255  N6 1.478, H10 0.995, H11 1.161
6 N 1.542 -0.059 -0.907  N5 1.478, C8 1.293
7 C 0.054 0.023 1.175  N2 1.246, C8 1.524, H9 1.332
8 C 0.405 0.079 -0.308  N4 1.533, N6 1.293, C7 1.524
9 H 0.933 0.720 1.892  C7 1.332
10 H 3.498 -0.641 -0.926  N5 0.995
11 H 2.917 -1.279 0.366  N5 1.161

Results of the Mulliken charge analysis, in e, for atoms 1 through 4: -0.13 -0.34 0.02 -0.12

Entry 3:
A cluster of 2 separate species, C2H3Cl3OP in total, computed with ωB97M-V with the def2-TZVPD basis set.

Calculated values
Multiplicity: 3
HOMO (alpha / beta): -14.59 / -15.63 eV
Orbital gap (alpha / beta): 9.98 / 7.53 eV
ΔE to the lowest compared entry with this formula, charge and spin: 0.0 kJ/mol
Net charge: +1

Bonds (Å) are listed after each position.
Element x y z (Å)
1 Cl -1.692 0.139 2.306  P4 1.961
2 Cl 0.043 2.563 0.787  P4 2.001
3 Cl 2.193 -0.836 2.905  no bonds
4 P -0.166 0.610 1.169  Cl1 1.961, Cl2 2.001, C7 1.945
5 O -0.607 0.487 -1.515  C6 1.373, C7 1.314
6 C 0.437 -0.403 -1.475  O5 1.373, C7 1.472, H8 1.075, H10 0.989
7 C -0.640 -0.315 -0.475  P4 1.945, O5 1.314, C6 1.472, H9 1.134
8 H 0.466 -1.020 -2.355  C6 1.075
9 H -1.285 -1.224 -0.264  C7 1.134
10 H 1.252 -0.001 -1.085  C6 0.989

Results of the Mulliken charge analysis, in e, for atoms 1 through 4: -0.05 -0.05 0.06 0.71